Formula: C20H17FN2O3
Source: the OMol25 dataset
Level of theory: the ωB97M-V functional and the def2-TZVPD basis

Geometry as XYZ:
```
43
Properties=species:S:1:pos:R:3:lowdin_charge:R:1
C 2.15550 -5.74129 -2.42582 0.02
C 2.02597 -4.86378 -1.45053 -0.15
C 0.90215 -4.88106 -0.45610 -0.13
N 0.14680 -3.64350 -0.50940 0.04
C -0.88028 -3.42067 -1.41846 -0.35
O -1.28707 -4.22789 -2.21223 0.14
C -1.33678 -2.03080 -1.16037 -0.06
C -2.31137 -1.26861 -1.77110 0.03
C -2.50122 0.02789 -1.30748 0.02
C -1.75500 0.53967 -0.24946 -0.10
C -1.98412 1.96285 0.15787 -0.46
O -2.23686 2.82963 -0.65368 0.08
N -1.91563 2.18927 1.49028 0.07
C -1.85985 3.52831 2.02839 -0.16
C -0.44450 3.86034 2.53467 -0.13
C 0.57097 3.44836 1.50427 -0.25
C 1.36837 2.32921 1.70762 -0.06
C 2.23774 1.88330 0.72730 -0.01
C 2.29533 2.57619 -0.46666 -0.27
F 3.12942 2.14278 -1.43569 0.06
C 1.52465 3.70187 -0.69499 0.01
C 0.66390 4.13126 0.29695 -0.03
C -0.76202 -0.23393 0.35749 0.06
C -0.56668 -1.51215 -0.11591 -0.06
C 0.40254 -2.55433 0.30636 -0.36
O 1.23679 -2.51415 1.17506 0.13
H 2.97411 -5.69925 -3.12335 0.05
H 1.44678 -6.54080 -2.56440 0.06
H 2.73472 -4.05650 -1.32234 0.11
H 0.21597 -5.70464 -0.66692 0.13
H 1.29861 -4.96804 0.56058 0.13
H -2.89586 -1.66692 -2.58543 0.13
H -3.23595 0.67150 -1.76743 0.12
H -1.67234 1.43157 2.10834 0.14
H -2.58731 3.63375 2.83842 0.12
H -2.13680 4.19350 1.20815 0.12
H -0.38585 4.93206 2.72919 0.12
H -0.25681 3.33095 3.47105 0.11
H 1.31706 1.79624 2.64722 0.12
H 2.85288 1.00996 0.87659 0.12
H 1.59722 4.21980 -1.63775 0.12
H 0.04965 5.00161 0.12539 0.12
H -0.13482 0.15645 1.14431 0.11
```

DFT total energy (Ha): -1207.48458
Multiplicity: 1
Structure (SMILES): C=CCN1C(=O)c2ccc(C(=O)NCCc3ccc(F)cc3)cc2C1=O
Orbital gap (eV): 8.618



Formula: C24H21IrN6OS5Sb
Source: the OMol25 dataset
Level of theory: the ωB97M-V functional and the def2-TZVPD basis

Geometry as XYZ:
```
59
Properties=species:S:1:pos:R:3:lowdin_spin:R:1
Ir 0.82200 0.42401 -1.31899 0.77
C 2.83495 1.74388 4.35025 0.00
C 3.60912 0.62460 3.66701 0.00
N 3.70284 0.77587 2.21182 0.02
C 4.95861 1.29257 1.67290 0.00
C 4.98270 2.81085 1.55322 0.00
C 2.63562 0.49551 1.43841 0.02
S 2.83422 0.75728 -0.26303 0.05
N 1.58642 0.00894 2.11121 0.01
C 0.36247 -0.13384 1.63064 0.00
O -0.11015 0.26690 0.53475 0.01
C -0.61646 -0.79462 2.55187 0.00
C -1.87682 -1.13803 2.07080 0.00
C -2.81531 -1.70814 2.91535 0.00
C -2.50287 -1.93244 4.24921 0.00
C -1.24592 -1.59587 4.73265 0.00
C -0.30506 -1.03020 3.88722 0.00
H 2.78594 1.55861 5.42422 0.00
H 1.81859 1.79003 3.96275 0.00
H 3.31270 2.71084 4.19353 0.00
H 3.13719 -0.33384 3.87781 0.00
H 4.63210 0.59176 4.04141 0.00
H 5.12974 0.84003 0.69806 0.00
H 5.75262 0.95308 2.33869 0.00
H 4.17211 3.15225 0.91061 0.00
H 5.92672 3.13318 1.11289 0.00
H 4.88118 3.28750 2.52835 0.00
H -2.10630 -0.95026 1.03065 0.00
H -3.79375 -1.97231 2.53593 0.00
H -3.23949 -2.36718 4.91245 0.00
H -1.00082 -1.77002 5.77223 0.00
H 0.67643 -0.75976 4.25022 0.00
S -5.66474 -1.66947 -4.77618 0.00
N -4.37544 -2.55918 -4.38248 0.00
C -3.53223 -1.75387 -3.75990 0.00
C -2.24722 -2.14012 -3.20469 0.00
C -1.69777 -3.41723 -3.30345 0.00
C -0.48313 -3.66353 -2.69858 0.00
C 0.14980 -2.63484 -2.00304 0.01
N -0.35238 -1.41142 -1.92895 0.07
C -1.51765 -1.15845 -2.53834 0.01
C -1.97626 0.22789 -2.48406 0.00
N -1.12503 1.10687 -1.93254 0.03
C -1.48896 2.37710 -1.84244 0.00
C -2.73217 2.82989 -2.27985 0.00
C -3.59741 1.94397 -2.88177 0.00
C -3.21112 0.61006 -3.00013 0.00
C -4.01145 -0.41858 -3.64042 0.00
N -5.20811 -0.24313 -4.17307 0.00
H -2.22582 -4.18258 -3.85602 0.00
H -0.01322 -4.63461 -2.75774 0.00
H 1.08416 -2.79565 -1.48082 0.00
H -0.76266 3.04569 -1.40126 0.00
H -2.98818 3.87268 -2.16251 0.00
H -4.54934 2.26056 -3.28550 0.00
S -1.44295 2.20249 -5.41062 0.00
Sb 0.30617 1.18031 -6.28514 0.00
S 0.94431 -0.53794 -4.73568 0.00
S 1.77743 0.83191 -3.37991 0.00
```

DFT total energy (Ha): -3666.58793
Multiplicity: 2
Orbital gap (spin up / spin down) (eV): 5.567 / 5.555



Formula: C5H12N2O
Source: the OMol25 dataset
Level of theory: the ωB97M-V functional and the def2-TZVPD basis

Geometry as XYZ:
```
20
Properties=species:S:1:pos:R:3:lowdin_charge:R:1
C 0.21132 1.91271 1.24843 -0.16
C 1.13914 2.22695 0.35113 0.10
C -1.38786 0.45418 2.17267 0.10
N -0.60235 0.75475 1.22327 0.00
H 0.04216 2.50259 2.14236 0.11
H 1.33310 1.64533 -0.53524 0.06
H 1.73275 3.10708 0.54613 0.08
H -1.91084 -0.48661 2.08253 0.09
H -1.55476 1.13047 3.00224 0.11
H -0.76829 0.01189 0.35626 0.12
C 0.81884 -0.74656 -1.33046 -0.64
O 1.69342 -0.89863 -2.27385 -0.25
C -0.18738 -1.87052 -1.07922 -0.23
N -1.32799 -1.40391 -0.22285 -0.03
H 1.25490 -0.56238 -0.28112 0.08
H 0.12549 0.17663 -1.41858 0.08
H -0.55465 -2.31111 -2.00869 0.11
H 0.34674 -2.66254 -0.54695 0.11
H -2.15912 -1.35579 -0.79415 0.09
H -1.51262 -2.14957 0.41502 0.07
```

DFT total energy (Ha): -382.28007
Multiplicity: 1
Orbital gap (eV): 4.705



Formula: C8H8FN3
Source: the OMol25 dataset
Level of theory: the ωB97M-V functional and the def2-TZVPD basis

Geometry as XYZ:
```
20
Properties=species:S:1:pos:R:3:lowdin_charge:R:1
C -1.73256 0.88777 0.68316 -0.02
C -3.01299 0.48719 0.95816 -0.15
C -1.33441 0.00222 -0.37319 -0.23
C 2.73036 -0.57868 0.37728 -0.05
C 2.46694 0.13473 -0.74459 -0.09
C 1.70601 -0.58956 1.53021 -0.28
C 1.09517 0.72380 -0.97818 -0.16
C -0.08209 -0.14605 -1.00631 -0.24
N -3.42980 -0.50970 0.15816 0.04
N 0.51850 -0.85832 1.49861 0.20
N -2.39442 -0.82049 -0.62441 0.06
F -0.03729 -1.08537 -1.97367 0.07
H -1.00752 1.42601 1.13071 0.06
H -3.62459 0.83869 1.71805 0.08
H 3.51663 -1.21542 0.63505 0.07
H 3.00516 0.14426 -1.70759 0.11
H 2.02679 -0.13495 2.48796 0.12
H 0.91132 1.68420 -0.39651 0.14
H 1.18640 1.09449 -2.10912 0.15
H -2.50761 -1.48481 -1.26378 0.10
```

DFT total energy (Ha): -573.58755
Multiplicity: 1
Orbital gap (spin up / spin down) (eV): 8.794 / 6.798



Formula: C2H4N2S2
Source: the OMol25 dataset
Level of theory: the ωB97M-V functional and the def2-TZVPD basis

Geometry as XYZ:
```
10
Properties=species:S:1:pos:R:3:lowdin_charge:R:1
H 1.18265 0.64840 2.15075 0.04
N 0.26695 0.15634 2.14711 0.07
C -0.22254 0.28903 0.90047 -0.68
N -1.21081 -0.63126 0.26922 -0.07
S 0.27217 1.40239 -0.58143 0.79
C 0.98937 0.10518 -1.66189 -1.07
S 1.87212 0.09450 -3.00268 0.62
H -2.11622 0.01983 -0.18481 0.17
H -1.70256 -1.23575 1.06062 0.12
H 0.66888 -0.84865 -1.09737 0.02
```

DFT total energy (Ha): -984.40610
Multiplicity: 1
Structure (SMILES): [H]/N=C(/N)SC=S
Orbital gap (eV): 8.586



Formula: H4O2
Source: the OMol25 dataset
Level of theory: the ωB97M-V functional and the def2-TZVPD basis

Geometry as XYZ:
```
6
Properties=species:S:1:pos:R:3:lowdin_charge:R:1
O 1.17765 -0.14782 -0.14202 -0.07
H 1.90797 -0.65071 0.30057 0.07
H 1.60527 0.70408 -0.33885 0.06
O -1.76164 -0.19634 -0.19800 -0.08
H -0.82650 -0.12479 -0.15674 -0.05
H -2.10276 0.41558 0.53504 0.08
```

DFT total energy (Ha): -152.86966
Multiplicity: 1
Structure (SMILES): O.O
Orbital gap (eV): 11.475